# 1
74
Properties=species:S:1:pos:R:3:lowdin_charge:R:1 method="wB97M-V/def2-TZVPD" total_charge=+2 homo_energy_ev=-14.234 total_energy_ha=-2333.10316 multiplicity=1 de_lowest_kj_mol=678.7 homo_lumo_gap_ev=1.41 lumo_ev=-12.82
Tl -11.71 18.29 14.30 0.98
F -12.00 16.36 18.71 -0.24
C -10.79 25.08 18.36 -0.03
O -10.43 24.44 19.55 0.07
C -10.89 23.28 19.81 -0.65
O -11.43 22.51 19.00 0.14
O -10.53 23.01 21.00 0.06
C -10.91 21.78 21.59 -0.01
H -10.20 25.97 18.11 0.11
H -11.79 25.51 18.48 0.10
H -10.89 24.47 17.47 0.10
H -10.79 21.03 20.82 0.10
H -11.85 21.82 22.15 0.11
H -10.07 21.46 22.20 0.10
C -17.23 20.06 19.18 -0.02
O -18.35 19.96 18.32 0.04
C -18.08 19.67 17.06 -0.54
O -16.98 19.42 16.49 0.10
O -19.26 19.67 16.42 0.03
C -19.36 19.12 15.08 0.00
H -16.80 21.06 19.14 0.11
H -16.53 19.29 18.84 0.09
H -17.50 19.82 20.21 0.10
H -19.19 19.89 14.32 0.10
H -20.38 18.74 15.06 0.10
H -18.66 18.32 14.80 0.09
C -7.20 13.37 27.18 -0.02
O -7.96 13.60 25.99 0.02
C -9.21 13.11 25.81 -0.50
O -9.92 12.56 26.64 0.17
O -9.73 13.68 24.68 0.02
C -11.14 13.46 24.43 -0.01
H -7.63 13.84 28.06 0.11
H -6.18 13.68 26.95 0.10
H -7.10 12.34 27.53 0.10
H -11.72 13.91 25.24 0.11
H -11.32 12.39 24.58 0.10
H -11.49 13.66 23.42 0.10
C -8.07 11.30 12.48 -0.01
O -8.11 10.95 13.89 0.01
C -8.75 11.73 14.79 -0.52
O -9.19 12.85 14.52 0.13
O -8.55 11.25 16.02 0.02
C -9.40 11.61 17.13 -0.01
H -8.81 10.79 11.88 0.10
H -7.05 10.98 12.26 0.10
H -8.07 12.36 12.24 0.09
H -10.40 11.81 16.74 0.09
H -9.09 12.45 17.74 0.10
H -9.48 10.63 17.61 0.11
C -16.36 12.06 11.87 -0.04
O -16.15 11.55 13.19 0.00
C -15.83 12.38 14.27 -0.50
O -15.66 13.61 14.22 0.12
O -15.95 11.66 15.33 0.06
C -15.89 12.10 16.61 -0.07
H -15.47 12.52 11.44 0.09
H -17.09 12.87 11.81 0.09
H -16.76 11.22 11.29 0.10
H -16.87 11.97 17.08 0.11
H -15.80 13.17 16.83 0.10
H -15.26 11.48 17.25 0.11
C -4.16 20.43 16.03 -0.04
O -4.14 19.77 17.28 0.04
C -5.24 19.21 17.71 -0.53
O -6.40 19.36 17.20 0.10
O -4.88 18.46 18.77 0.02
C -5.88 17.80 19.52 -0.04
H -3.13 20.76 15.91 0.11
H -4.81 21.28 15.82 0.10
H -4.47 19.76 15.23 0.10
H -5.30 16.97 19.93 0.10
H -6.76 17.40 19.03 0.09
H -6.20 18.53 20.26 0.10



# 2
33
Properties=species:S:1:pos:R:3:lowdin_charge:R:1 method="wB97M-V/def2-TZVPD" smiles="N[C@@](CCO)(CCCCB(O)O)C(=O)O" homo_energy_ev=-9.895 total_energy_ha=-771.51681 multiplicity=1 de_lowest_kj_mol=16.6 homo_lumo_gap_ev=10.33 lumo_ev=0.44
N -0.54 0.65 1.88 0.13
C -0.38 -0.67 1.28 -0.43
C -1.32 -1.68 1.89 -0.12
C -1.56 -1.58 3.42 -0.22
O -0.35 -1.55 4.23 -0.09
C -0.63 -0.65 -0.28 -0.12
C 0.32 0.29 -0.98 -0.20
C 0.14 0.22 -2.49 -0.22
C 1.02 1.16 -3.25 -0.12
B 0.78 2.68 -2.97 -0.63
O 1.53 3.18 -1.94 0.15
O -0.20 3.52 -3.59 0.10
C 1.07 -1.25 1.55 -0.42
O 1.94 -0.85 2.30 0.11
O 1.30 -2.20 0.59 0.11
H 0.36 1.02 1.68 0.07
H -0.56 0.57 2.87 0.06
H -2.32 -1.59 1.47 0.11
H -1.05 -2.68 1.43 0.15
H -2.20 -0.75 3.74 0.11
H -2.16 -2.30 3.97 0.12
H 0.41 -1.25 3.65 0.06
H -0.51 -1.63 -0.72 0.11
H -1.68 -0.49 -0.43 0.12
H 0.19 1.29 -0.63 0.10
H 1.36 0.13 -0.82 0.12
H 0.29 -0.83 -2.80 0.12
H -0.96 0.50 -2.74 0.15
H 0.95 1.16 -4.38 0.13
H 2.01 0.91 -3.01 0.09
H 1.40 4.10 -1.57 0.14
H -0.82 3.11 -4.23 0.11
H 2.12 -2.55 0.87 0.10



# 3
10
Properties=species:S:1:pos:R:3:lowdin_charge:R:1 method="wB97M-V/def2-TZVPD" smiles="[NH2+]=C=[NH+]C[S-]" total_charge=+1 homo_energy_ev="-13.955 / -13.525" total_energy_ha=-586.52711 multiplicity=1 de_lowest_kj_mol=262.6 homo_lumo_gap_ev="6.73 / 7.40" lumo_ev="-7.22 / -6.12"
N -2.01 -0.31 -0.51 0.20
C -0.91 0.27 -0.19 0.02
N 0.27 -0.23 0.00 0.00
C 1.41 0.49 0.54 -0.59
S 2.88 0.49 -0.52 0.72
H -2.13 -1.32 -0.54 0.16
H -2.84 0.24 -0.71 0.15
H 0.48 -1.18 -0.30 0.17
H 1.13 1.53 0.76 0.09
H 1.71 0.01 1.48 0.09